(1)
{
  "formula": "C24H41F3P2Zr",
  "method": "ωB97M-V/def2-TZVPD",
  "species": ["C", "C", "H", "C", "H", "H", "H", "H", "C", "H", "C", "H", "H", "H", "F", "H", "H", "H", "C", "H", "H", "C", "C", "H", "C", "H", "H", "H", "H", "H", "H", "H", "H", "H", "H", "P", "H", "H", "H", "H", "C", "C", "H", "P", "C", "C", "H", "H", "C", "C", "C", "H", "F", "C", "C", "C", "C", "H", "H", "H", "H", "C", "H", "H", "C", "C", "H", "H", "C", "F", "Zr"],
  "positions_angstrom": [[-2.400, -1.836, -1.060], [-1.178, 0.975, -1.281], [-1.921, -3.519, 1.621], [0.367, -1.948, 1.664], [1.166, -0.044, 5.423], [2.651, 0.845, -2.422], [-1.584, -0.735, 5.309], [-2.396, 2.280, -2.557], [-0.244, 1.990, 1.269], [3.352, -0.508, 2.732], [0.804, -0.440, -2.224], [-2.769, -0.653, 3.997], [-3.335, 0.092, -3.280], [1.603, -3.060, 0.305], [-1.482, 1.700, 1.883], [1.136, 3.032, -2.324], [-1.620, -0.499, -4.774], [2.269, 0.671, 4.227], [1.210, 0.450, 4.432], [-3.641, 1.970, -0.103], [1.455, -1.305, -1.996], [-2.045, -2.718, 2.354], [3.924, 0.141, -0.244], [-2.201, -2.248, -0.058], [1.339, -1.116, 2.378], [-2.160, -3.216, 3.332], [-4.886, 0.735, -0.334], [-0.436, 0.074, -1.773], [-1.557, -2.177, -1.706], [4.292, 2.958, -0.027], [4.565, 0.221, -1.131], [1.024, -3.989, 1.676], [3.182, -1.895, 1.621], [2.978, -2.118, 3.353], [-2.992, -2.191, 2.168], [-2.691, -0.050, -1.126], [-4.287, 1.672, -1.734], [-1.778, 0.765, 4.396], [-1.683, -1.836, -3.668], [-0.709, 3.144, -3.555], [-3.973, 1.172, -0.796], [-0.459, 2.083, -3.431], [-0.478, 1.737, -4.470], [2.588, 1.338, -0.181], [-2.294, 0.151, -2.970], [-1.766, -0.330, 4.300], [2.688, 3.545, 0.544], [-3.310, -2.320, -1.468], [-0.741, -0.775, 3.331], [-0.891, -1.787, 2.361], [-1.382, -0.781, -3.740], [3.043, 3.532, -1.234], [0.595, 2.347, 2.298], [0.159, -0.711, -3.618], [2.781, -1.420, 2.519], [0.614, -0.384, 3.370], [3.213, 3.024, -0.273], [4.522, 0.339, 0.652], [1.596, 2.100, -3.753], [0.534, -1.693, -3.918], [-0.729, 1.798, -0.677], [0.742, -3.201, 0.962], [0.682, 1.411, 4.543], [0.580, -0.036, -4.368], [0.965, 2.075, -2.848], [1.599, 0.890, -2.055], [-0.079, -3.612, 0.368], [3.577, -0.897, -0.160], [-1.631, 1.487, -2.632], [-0.522, 3.215, 0.642], [0.457, 0.084, -0.063]],
  "atomic_forces_ev_per_a": [[-0.664, -1.437, 1.496], [-0.838, 1.615, 0.446], [-0.120, 0.053, 0.027], [0.180, 0.965, -0.179], [-0.039, 0.068, -0.484], [-0.870, -0.547, -0.101], [0.006, 0.077, -0.308], [0.344, -0.370, 0.210], [-0.495, 0.986, 1.229], [0.083, -0.250, -0.088], [1.489, -0.757, -0.168], [0.177, 0.105, 0.112], [0.103, 0.556, -1.514], [0.037, -0.105, -0.106], [0.959, 0.026, -0.651], [-0.062, -0.433, -0.123], [0.174, -0.261, 0.016], [-0.383, -0.030, 0.115], [0.395, 0.688, 0.513], [0.315, -0.712, -0.239], [0.011, 0.138, 0.174], [-0.629, -0.220, -0.264], [0.656, -0.143, -0.250], [-0.358, 0.227, -0.298], [-1.389, 0.514, -0.461], [0.134, 0.251, -0.281], [0.519, 0.203, -0.367], [-0.164, 0.439, 0.633], [-0.543, 0.973, 0.372], [-0.546, 0.220, -0.266], [-0.112, 0.112, 0.177], [0.011, 0.077, -0.102], [0.131, 0.005, 0.129], [-0.192, 0.224, -0.266], [0.063, -0.244, 0.015], [2.660, 0.968, -2.256], [0.282, -0.619, 0.305], [-0.004, -0.263, -0.021], [-0.167, 0.351, 0.028], [0.174, -0.127, 0.087], [-2.111, -0.142, 0.990], [-0.777, 0.611, -0.582], [0.091, -0.231, 0.293], [-0.999, -0.488, -0.969], [-1.489, -0.274, 0.696], [-0.555, 0.264, 0.379], [0.228, 0.119, -0.385], [0.307, 0.201, 0.243], [0.223, -0.603, -0.610], [0.397, 1.045, 0.293], [-0.198, -0.473, -0.696], [0.118, -0.249, 0.315], [-0.550, -0.259, -0.867], [0.576, -0.118, 0.090], [0.763, -0.018, -0.056], [0.302, -0.632, -0.835], [0.220, 0.062, 0.469], [0.061, -0.087, -0.095], [-0.116, 0.391, 0.409], [-0.123, 0.083, -0.005], [-1.428, -0.342, -0.110], [0.211, -0.742, -0.061], [0.167, -0.364, -0.020], [-0.130, -0.047, 0.218], [0.842, 0.331, -0.249], [1.422, 0.409, -0.674], [0.106, 0.054, -0.063], [-0.097, 0.300, -0.041], [-0.011, 0.652, -0.088], [0.375, -0.729, 0.019], [0.841, -2.047, 4.703]],
  "total_charge": 2,
  "fmax_ev_per_a": 5.20,
  "lumo_ha": [-0.2645, -0.2644],
  "gap_ev": [5.551, 5.553]
}

(2)
{
  "formula": "C3H7NO",
  "method": "ωB97M-V/def2-TZVPD",
  "species": ["H", "C", "H", "N", "C", "H", "H", "H", "H", "C", "O", "H"],
  "positions_angstrom": [[-0.808, 1.303, -1.342], [-1.258, -0.137, 0.891], [0.094, -0.324, -1.703], [1.051, -0.988, 0.358], [0.013, 0.622, -1.149], [0.473, 1.001, 0.936], [-1.828, 0.796, 0.911], [0.883, -1.514, 1.203], [2.024, -0.736, 0.266], [0.128, 0.146, 0.319], [-1.703, -1.258, 0.842], [0.931, 1.088, -1.532]],
  "atomic_forces_ev_per_a": [[-0.292, -0.294, -0.249], [1.029, -1.350, -3.268], [-1.202, 0.281, -0.214], [-0.948, -0.019, 0.173], [1.009, -0.828, 0.048], [0.164, -0.092, -0.163], [-0.702, 0.105, 0.873], [0.306, -0.209, 0.023], [-0.114, 0.181, 0.167], [1.210, 1.173, 0.641], [-0.429, 0.632, 1.250], [-0.032, 0.420, 0.720]],
  "smiles": "C[C@H](N)C=O",
  "fmax_ev_per_a": 3.68,
  "lumo_ha": 0.0324,
  "gap_ev": 10.403
}

For each record above, in turn, the calculated E values are -1967.6210; -248.4655 a.u..